Record 1
ORCA calculation (ωB97M-V/def2-TZVPD) on 2 unconnected molecules or ions with the total composition Br2H2N2S.

Positions of all 7 atoms, in Å:
N -1.243 -1.428 0.135
N 0.312 1.259 -0.065
S -1.114 0.824 -0.727
Br -0.034 -1.600 1.457
Br 2.160 0.562 -0.671
H -0.591 -1.701 -0.694
H 0.510 2.083 0.565

Output
2S+1 ... 3
Expectation value of S² ... 2.014
Orbital gap (spin up / spin down) ... 6.41 / 7.10 eV

natural (NBO) population analysis, charges in e, atoms 1 to 5:
1. N -0.63
2. N -0.81
3. S 0.35
4. Br 0.24
5. Br 0.09

Record 2
ORCA calculation (ωB97M-V/def2-TZVPD) on Br2H2O2Si in the gas phase.

Positions of all 7 atoms, in Å:
O 0.606 0.888 -1.121
O -0.644 -1.192 -0.651
Si -0.090 0.102 0.081
Br 1.332 -0.516 1.590
Br -1.680 1.221 1.330
H 1.694 1.195 -1.166
H -1.218 -1.699 -0.062

Output
2S+1 ... 1
SMILES ... O[Si](O)(Br)Br
Orbital gap ... 10.54 eV
Energy above the lowest of the compared OMol25 structures with the same formula, charge and spin ... 18.4 kcal/mol

natural (NBO) population analysis, charges in e, atoms 1 to 5:
1. O -1.14
2. O -1.08
3. Si 1.83
4. Br -0.33
5. Br -0.34

Record 3
ORCA calculation (ωB97M-V/def2-TZVPD) on Br2S2 in the gas phase.

Positions of all 4 atoms, in Å:
Br 0.940 1.987 0.074
Br 0.631 -2.019 -0.538
S -0.516 0.612 1.051
S -1.054 -0.580 -0.586

Output
2S+1 ... 1
SMILES ... BrSSBr
Orbital gap ... 8.80 eV
Energy above the lowest of the compared OMol25 structures with the same formula, charge and spin ... 0.0 kcal/mol

How is the electron density shared among the atoms? According to natural (NBO), the charges in e are:
1. Br -0.07
2. Br -0.07
3. S 0.07
4. S 0.07

Record 4
ORCA calculation (ωB97M-V/def2-TZVPD) on a molecular structure, Br3ClMgO4.

Positions of all 9 atoms, in Å:
Mg 15.130 4.478 30.009
Br 15.316 3.989 32.386
Br 13.120 3.613 29.042
Br 15.416 6.727 29.371
Cl 17.904 2.532 28.859
O 18.067 2.326 27.437
O 16.575 3.079 29.109
O 18.032 1.269 29.538
O 18.883 3.476 29.363

Output
2S+1 ... 1
Orbital gap ... 8.13 eV
Total charge ... -2
Energy above the lowest of the compared OMol25 structures with the same formula, charge and spin ... 0.0 kcal/mol

natural (NBO) population analysis, charges in e, atoms 1 to 5:
1. Mg 1.64
2. Br -0.89
3. Br -0.89
4. Br -0.88
5. Cl 2.56

Record 5
ORCA calculation (ωB97M-V/def2-TZVPD) on a molecular structure, Br3Hg.

Positions of all 4 atoms, in Å:
Hg -2.885 -4.765 -1.801
Br -2.227 -2.548 -1.049
Br -3.716 -6.958 -3.337
Br -3.159 -3.648 -4.383

Output
2S+1 ... 1
Orbital gap ... 6.51 eV
Total charge ... -1
Energy above the lowest of the compared OMol25 structures with the same formula, charge and spin ... 9.1 kcal/mol

How is the electron density shared among the atoms? According to natural (NBO), the charges in e are:
1. Hg 1.15
2. Br -0.61
3. Br -0.67
4. Br -0.88

Record 6
ORCA calculation (ωB97M-V/def2-TZVPD) on BrCl2HNP in the gas phase.

Positions of all 6 atoms, in Å:
N -0.363 0.459 -0.603
P -1.784 0.580 0.064
Cl -2.723 1.647 -1.305
Cl -2.148 1.442 1.800
Br -3.164 -1.245 -0.071
H 0.380 0.392 0.072

Output
2S+1 ... 1
SMILES ... N=P(Cl)(Cl)Br
Orbital gap ... 9.36 eV
Energy above the lowest of the compared OMol25 structures with the same formula, charge and spin ... 0.0 kcal/mol

natural (NBO) population analysis, charges in e, atoms 1 to 5:
1. N -1.19
2. P 1.39
3. Cl -0.21
4. Cl -0.17
5. Br -0.20

Which M belongs to each record? In order, 221.9, 221.9, 223.9, 363.5, 440.3, 196.8 g mol⁻¹.
Which max |F| belongs to each record? In order, 3.0, 5.7, 1.8, 1.1, 2.8, 3.2 eV Å⁻¹.